The following is a DFT calculation (wB97M-V/def2-TZVPD) of a cluster of 8 separate species, C49H108F5N7O7S3 in total at a distorted geometry.

Properties
electronic energy	-4533.528690	hartree
spin multiplicity	2
⟨S²⟩	0.763
total charge	+5

Each line ends with the Mulliken spin population.
Positions of all 179 atoms, in Å:
S1 3.199 4.626 1.683  -0.016
S2 5.400 4.352 1.787  -0.092
S3 -0.994 -0.711 1.488  0.000
F1 -0.976 0.801 -0.785  0.000
F2 -2.043 1.708 0.904  0.000
F3 1.916 3.600 1.769  -0.004
F4 0.132 1.726 1.005  0.000
F5 6.430 3.161 2.052  -0.005
O1 5.726 5.156 2.917  0.344
O2 5.927 4.907 0.523  0.421
O3 0.376 -1.266 1.283  0.000
O4 -2.037 -1.477 0.816  0.000
O5 2.835 5.281 0.407  0.031
O6 2.937 5.344 2.937  0.045
O7 -1.309 -0.415 2.887  0.000
N1 2.406 0.735 4.677  -0.001
N2 -1.476 -3.963 5.322  0.000
N3 1.410 -1.115 -5.701  0.000
N4 4.224 3.378 1.746  0.282
N5 -5.465 -1.794 -1.710  0.000
N6 6.028 2.604 -2.347  0.001
N7 -3.273 3.362 -2.841  0.000
C1 -3.193 -2.140 5.013  0.000
C2 5.193 1.802 -1.349  -0.001
C3 3.815 -0.926 -6.419  0.000
C4 -1.558 5.110 -2.458  0.000
C5 2.552 0.590 3.148  0.001
C6 -4.908 3.054 -0.723  0.000
C7 3.498 -2.780 5.956  0.000
C8 5.605 4.088 -2.650  0.004
C9 3.606 1.963 -1.638  -0.001
C10 1.930 3.119 5.265  -0.001
C11 2.602 -1.890 -6.446  0.000
C12 1.128 -1.890 -4.392  0.000
C13 -7.662 -2.763 -2.224  0.000
C14 -6.557 -1.907 -2.839  0.000
C15 8.015 3.829 -2.818  0.000
C16 2.099 0.261 -5.403  0.000
C17 -2.945 -4.792 -2.320  0.000
C18 -0.843 3.757 -2.656  0.000
C19 0.244 -1.040 -6.655  0.000
C20 -6.363 -1.595 -0.489  0.000
C21 3.284 -0.335 5.320  0.000
C22 -0.051 -1.282 -3.761  0.000
C23 -0.946 0.984 0.519  0.000
C24 -2.312 -4.033 4.056  0.000
C25 -2.315 -7.561 6.754  0.000
C26 -1.667 -6.442 5.841  0.000
C27 6.006 1.907 -3.742  0.000
C28 2.622 -1.665 5.348  0.000
C29 7.481 2.736 -1.810  0.000
C30 -4.587 -3.061 -1.426  0.000
C31 3.219 0.420 -6.501  0.000
C32 0.046 -3.824 4.939  0.000
C33 -3.032 4.828 -2.800  0.000
C34 2.785 0.836 -0.902  0.003
C35 -3.618 -3.392 4.337  0.000
C36 6.806 4.744 -3.154  0.000
C37 -4.560 2.863 -3.630  0.000
C38 -3.485 2.855 -1.368  0.000
C39 -4.421 -0.644 -1.791  0.000
C40 -1.812 2.886 -3.305  0.000
C41 3.025 2.106 5.124  -0.002
C42 -7.675 -2.475 -0.746  0.000
C43 -1.822 -4.982 6.377  0.000
C44 0.943 0.875 5.241  -0.001
C45 -3.723 -3.511 -2.625  0.000
C46 -1.929 -2.535 5.803  0.000
C47 -4.784 2.959 0.768  0.000
C48 0.612 2.327 5.225  0.000
C49 -0.201 -1.873 -2.372  0.000
H1 3.560 2.040 6.071  0.000
H2 -8.614 -2.475 -2.670  0.000
H3 0.591 -0.833 -7.668  0.000
H4 -5.699 2.515 -1.245  0.000
H5 0.219 0.408 4.574  0.001
H6 2.005 -1.802 -3.751  0.000
H7 2.449 -1.850 -7.524  0.000
H8 2.592 0.127 -4.441  0.000
H9 -1.962 -2.373 6.880  0.000
H10 -2.057 -6.647 4.844  0.000
H11 4.268 -0.338 4.851  0.000
H12 5.531 0.775 -1.487  0.000
H13 1.988 3.659 6.210  0.000
H14 0.599 -3.489 5.816  0.000
H15 -0.062 3.882 -3.407  0.000
H16 4.076 1.086 -6.401  0.000
H17 -2.304 -8.544 6.283  0.000
H18 3.193 2.932 -1.362  0.003
H19 -7.548 -3.798 -2.547  0.000
H20 -2.769 3.352 -0.712  0.000
H21 -1.807 -3.591 3.197  0.000
H22 -5.006 0.275 -1.852  0.000
H23 2.321 -1.891 4.326  0.000
H24 -3.354 -7.266 6.903  0.000
H25 -0.466 3.421 -1.690  0.000
H26 -2.363 -5.026 3.609  0.000
H27 3.399 1.776 -2.692  0.000
H28 2.075 1.420 2.625  -0.001
H29 -4.623 3.465 -4.536  0.000
H30 -4.168 1.896 -3.947  0.000
H31 -3.147 -1.408 4.207  0.000
H32 -1.671 1.805 -3.293  0.000
H33 0.229 -3.161 4.094  0.000
H34 -4.008 -1.930 5.705  0.000
H35 -0.068 2.725 5.978  0.000
H36 -3.184 5.156 -3.828  0.000
H37 -0.158 -2.053 -6.673  0.000
H38 6.675 5.047 -4.193  0.000
H39 3.487 0.012 6.333  0.000
H40 -1.174 5.982 -2.987  0.000
H41 -2.854 -4.800 6.677  0.000
H42 -3.841 -0.638 -0.868  0.000
H43 3.661 -3.525 5.178  0.000
H44 2.786 0.925 0.184  -0.002
H45 -7.657 -3.421 -0.204  0.000
H46 -3.887 3.485 1.094  0.000
H47 -1.025 -1.385 -1.851  0.000
H48 -1.502 5.321 -1.390  0.000
H49 -3.274 1.787 -1.338  0.000
H50 -0.595 -6.602 5.730  0.000
H51 3.614 0.582 2.905  0.000
H52 0.858 -2.890 -4.732  0.000
H53 0.449 -4.765 4.563  0.000
H54 1.713 0.910 -1.081  0.000
H55 -3.758 -0.711 -2.653  0.000
H56 2.075 -0.356 2.893  0.001
H57 1.701 -1.500 5.908  0.000
H58 -3.558 -5.588 -1.898  0.000
H59 7.468 3.205 -0.826  -0.001
H60 1.992 3.805 4.421  0.001
H61 7.961 1.758 -1.806  0.000
H62 6.483 2.566 -4.467  0.000
H63 -3.717 5.443 -2.216  0.000
H64 4.434 -2.398 6.364  0.000
H65 5.429 2.117 -0.333  -0.009
H66 6.970 5.683 -2.625  0.000
H67 -5.648 3.523 1.119  0.000
H68 8.875 4.377 -2.433  0.000
H69 -5.810 -1.731 0.441  0.000
H70 0.750 -1.991 -1.855  0.000
H71 -0.977 -1.501 -4.293  0.000
H72 -1.749 2.889 -4.393  0.000
H73 -5.316 -3.801 -1.095  0.000
H74 0.004 -0.203 -3.622  0.000
H75 5.390 4.540 -1.681  0.002
H76 8.481 3.211 -3.585  0.000
H77 -4.321 -3.854 5.030  0.000
H78 0.107 2.545 4.284  0.000
H79 -6.608 -0.563 -0.742  0.000
H80 -4.455 -3.534 -3.432  0.000
H81 -2.345 -5.139 -3.162  0.000
H82 -0.519 -0.354 -6.286  0.000
H83 -3.945 -2.962 -0.551  0.000
H84 3.833 2.223 4.401  -0.002
H85 1.556 1.196 -5.266  0.000
H86 -1.240 -4.757 7.270  0.000
H87 2.932 -3.384 6.666  0.000
H88 -5.539 2.916 -3.154  0.000
H89 4.566 -1.175 -7.170  0.000
H90 4.710 4.172 -3.266  -0.001
H91 2.682 -2.974 -6.372  0.000
H92 -5.215 4.062 -1.000  0.000
H93 3.077 -0.207 -1.024  0.000
H94 -4.126 -3.192 3.394  0.000
H95 -0.612 -2.875 -2.245  0.000
H96 2.928 0.491 -7.549  0.000
H97 -8.566 -1.908 -0.476  0.000
H98 4.439 -0.978 -5.527  0.000
H99 -4.813 1.934 1.137  0.000
H100 6.677 1.049 -3.707  0.000
H101 -1.882 -7.579 7.754  0.000
H102 -3.031 -2.675 -2.725  0.000
H103 4.999 1.687 -4.098  0.001
H104 0.761 0.411 6.211  0.000
H105 -6.953 -0.891 -2.832  0.000
H106 -2.188 -4.698 -1.541  0.000
H107 -1.138 -1.843 5.513  0.000
H108 -6.263 -2.308 -3.808  0.000